DFT (ωB97M-V with the def2-TZVPD basis set) results for 2 unconnected molecules or ions with the total composition C4H11NO at a distorted geometry.

Geometry as XYZ:
```
17
Properties=species:S:1:pos:R:3:forces:R:3
C -2.059998 -0.061551 0.564796 2.539 0.961 1.512
C -1.273182 0.926866 -0.273091 -1.807 -0.711 -0.968
N -1.456405 2.264647 -0.153223 0.539 0.650 -0.463
O -0.754066 0.436026 -1.255134 1.106 0.505 -0.401
H -1.778167 -0.171243 1.594374 0.736 0.564 0.881
H -1.738523 -0.981561 0.186824 -0.553 -1.523 -0.980
H -3.056647 0.169460 0.678710 -2.466 0.191 -0.657
H -1.133977 2.823041 -0.985368 -0.659 -0.676 1.709
H -2.031604 2.626469 0.604380 0.441 0.128 -0.654
C 1.888733 -1.278032 -0.811674 1.939 0.827 0.030
C 1.928555 -0.777245 0.621753 -4.548 -1.783 0.445
H 1.907303 -2.307320 -0.900593 -0.788 -2.234 -0.299
H 1.191617 -0.754557 -1.405610 -1.357 -0.057 -0.430
H 2.812758 -1.025689 -1.332670 0.467 0.215 0.230
H 1.042123 -0.113825 0.636232 0.778 0.283 0.595
H 2.797232 -0.288709 0.722970 2.936 2.030 1.151
H 1.714249 -1.486780 1.507330 0.698 0.630 -1.701
```
Positions in Å, forces in eV/Å.

The energy above the lowest of the compared OMol25 structures with the same formula, charge and spin comes out at 133.2 kJ/mol. Its SMILES is CC(N)=O.CC. As for the HOMO energy: -9.85 eV. The calculation puts the largest force on an atom at 0.0954 hartree/bohr.

---

DFT (ωB97M-V with the def2-TZVPD basis set) results for 2 unconnected molecules or ions with the total composition C4H11NO.

Geometry as XYZ:
```
17
Properties=species:S:1:pos:R:3:forces:R:3
C -0.638036 -0.998626 2.459785 0.288 -0.151 -0.029
N 0.403013 -1.335053 1.832920 -0.233 0.335 -0.122
C 0.417792 -0.997241 0.404687 0.427 -0.359 -0.257
C 1.591420 -1.695178 -0.276045 -0.143 0.091 0.311
H -1.486687 -0.509722 1.974293 -0.110 0.037 0.044
H -0.688443 -1.200020 3.524178 -0.116 -0.002 0.086
H -0.512834 -1.303087 -0.076350 -0.161 0.088 0.045
H 0.519930 0.083485 0.280562 -0.074 0.025 0.106
H 1.626220 -1.476689 -1.342741 0.001 0.004 -0.023
H 2.518796 -1.367017 0.192734 0.076 -0.032 -0.088
H 1.508609 -2.772069 -0.129841 0.035 -0.022 -0.085
C -0.764771 2.525868 -1.255658 -0.047 0.122 -0.083
O -1.580912 1.449972 -1.688612 -0.037 0.070 0.295
H -0.815969 3.374309 -1.942825 -0.008 0.027 -0.023
H -1.148356 2.850777 -0.293037 0.019 -0.017 0.083
H 0.282887 2.236362 -1.145156 0.022 -0.054 0.063
H -1.232659 1.133930 -2.518894 0.064 -0.163 -0.322
```
Positions in Å, forces in eV/Å.

The energy above the lowest of the compared OMol25 structures with the same formula, charge and spin comes out at 189.5 kJ/mol. Its SMILES is C=NCC.CO. As for the HOMO energy: -9.68 eV. The calculation puts the largest force on an atom at 0.0119 hartree/bohr.

---

DFT (ωB97M-V with the def2-TZVPD basis set) results for 2 unconnected molecules or ions with the total composition C4H11NO at a distorted geometry.

Geometry as XYZ:
```
17
Properties=species:S:1:pos:R:3:forces:R:3
C 1.424960 -1.985848 -1.055367 0.628 -1.209 0.124
C 2.937692 -2.020733 -0.865993 -1.045 1.728 -0.123
O 3.422240 -2.586315 0.070552 0.510 -0.437 -0.099
H 1.039054 -2.066768 -2.070939 0.366 0.052 -0.140
H 1.029176 -1.065742 -0.626697 0.014 -0.067 0.251
H 1.173807 -2.893727 -0.498322 -0.848 0.407 0.081
H 3.504052 -1.304805 -1.498231 0.363 -0.443 -0.081
C -1.778005 1.741616 -0.477170 0.569 -0.002 1.032
N -0.880547 1.853060 0.689882 -0.062 -0.121 -1.082
C -1.180051 0.830648 1.650606 -0.483 0.043 1.463
H -1.555152 0.796136 -0.967120 -0.081 0.020 -0.288
H -2.818678 1.720794 -0.138559 -0.212 0.056 -0.273
H -1.600802 2.582178 -1.140988 -0.069 -0.065 -0.191
H -0.885642 2.803870 1.019656 -0.106 -0.091 0.500
H -2.242949 0.757799 1.951478 -0.130 -0.086 -0.642
H -0.747111 0.984929 2.643765 0.641 0.275 -0.347
H -0.842043 -0.147091 1.313446 -0.053 -0.059 -0.185
```
Positions in Å, forces in eV/Å.

The energy above the lowest of the compared OMol25 structures with the same formula, charge and spin comes out at 177.5 kJ/mol. Its SMILES is CC=O.CNC. As for the HOMO energy: -8.86 eV. The calculation puts the largest force on an atom at 0.0393 hartree/bohr.

---

DFT (ωB97M-V with the def2-TZVPD basis set) results for 2 unconnected molecules or ions with the total composition C4H11NO at a distorted geometry.

Geometry as XYZ:
```
17
Properties=species:S:1:pos:R:3:forces:R:3
C -1.475281 -2.520344 0.295359 -0.629 -1.117 -0.778
C -0.663930 -2.852051 1.507175 -0.220 0.295 -0.058
O -0.103974 -2.006072 2.148272 0.265 0.068 0.261
H -2.551065 -2.434194 0.473243 0.111 0.450 0.619
H -1.112515 -1.646243 -0.233381 0.007 0.119 0.105
H -1.512510 -3.391905 -0.369354 0.539 0.127 -0.168
H -0.579968 -3.921935 1.787545 -0.094 0.084 -0.004
C 0.973052 3.047849 -0.404946 -0.035 -1.689 0.214
C 0.611607 1.708078 -1.103358 -0.253 -0.095 1.067
N 1.144621 0.576346 -0.330054 -0.139 -0.605 0.364
H 1.246240 2.784519 0.620793 0.160 0.109 -0.022
H 0.065843 3.633503 -0.292936 0.348 0.684 -0.504
H 1.856855 3.470074 -0.871949 -0.308 0.658 0.002
H 1.028785 1.603772 -2.097080 -0.051 0.301 -0.275
H -0.478988 1.650544 -1.151678 -0.102 0.032 -0.342
H 0.710190 -0.296685 -0.618831 0.272 0.060 -0.500
H 0.841039 0.594745 0.641180 0.129 0.521 0.019
```
Positions in Å, forces in eV/Å.

The energy above the lowest of the compared OMol25 structures with the same formula, charge and spin comes out at 151.3 kJ/mol. Its SMILES is CC=O.CCN. As for the HOMO energy: -9.15 eV. The calculation puts the largest force on an atom at 0.0331 hartree/bohr.

---

DFT (ωB97M-V with the def2-TZVPD basis set) results for 2 unconnected molecules or ions with the total composition C4H11NO at a distorted geometry.

Geometry as XYZ:
```
17
Properties=species:S:1:pos:R:3:forces:R:3
C 3.464112 -0.481168 -0.434859 0.327 0.345 1.648
C 2.304724 -0.259982 0.203670 -1.319 0.174 -0.245
N 1.059328 -0.199868 -0.410020 0.018 0.234 0.205
C -0.204915 0.035474 0.296673 0.657 -0.271 0.429
C -1.036172 -1.253676 0.188050 0.629 0.770 0.478
H 4.331330 -0.104963 0.121687 -0.017 -0.922 -0.345
H 3.559972 -1.105488 -1.300465 -0.008 0.533 -0.720
H 2.197369 -0.134246 1.289940 0.527 0.548 -0.326
H 1.073812 0.135702 -1.356367 0.083 -0.144 -0.075
H -0.022710 0.366625 1.325537 0.391 -0.752 0.218
H -0.694802 0.957727 -0.020375 -0.271 -0.297 -0.928
H -1.079173 -1.465576 -0.893885 -0.779 -0.158 0.596
H -0.465633 -2.058974 0.659249 0.066 0.051 -0.161
H -1.951058 -1.160723 0.781536 -0.321 -0.099 -0.772
O -4.078449 1.788619 0.166744 -0.416 -0.115 0.339
H -3.743054 1.911756 -0.714215 0.407 0.115 -0.549
H -5.017247 1.631384 0.014219 0.027 -0.012 0.210
```
Positions in Å, forces in eV/Å.

The energy above the lowest of the compared OMol25 structures with the same formula, charge and spin comes out at 203.6 kJ/mol. Its SMILES is C=CNCC.O. As for the HOMO energy: -7.63 eV. The calculation puts the largest force on an atom at 0.0334 hartree/bohr.

---

DFT (ωB97M-V with the def2-TZVPD basis set) results for 2 unconnected molecules or ions with the total composition C4H11NO at a distorted geometry.

Geometry as XYZ:
```
17
Properties=species:S:1:pos:R:3:forces:R:3
C -1.180061 2.256142 -2.630678 0.706 -0.779 -1.413
C -0.915943 0.949555 -2.346478 1.657 1.988 1.509
C -1.115782 0.504767 -0.891799 0.517 -0.946 0.967
N 0.138114 -0.009382 -0.202539 -0.764 -0.893 1.044
C -0.255039 -0.746492 1.094759 0.119 1.292 0.378
H -1.041642 2.786558 -3.616145 0.235 -1.150 0.928
H -1.454722 2.975229 -1.883733 -0.853 -0.187 0.527
H -0.070097 0.427833 -2.856045 -1.556 -0.067 -0.448
H -1.467086 1.352194 -0.273214 0.037 -0.328 -0.414
H -1.829058 -0.331137 -0.736093 -0.277 0.570 -0.723
H 0.565560 -0.718465 -0.785787 0.053 0.077 -0.306
H -0.772320 -1.730646 1.043022 -0.122 0.641 -0.749
H 0.637616 -1.020364 1.753460 -0.917 1.035 -0.958
H -0.955816 -0.005440 1.620725 1.164 -1.255 -0.336
O 3.232100 -2.493594 3.818132 -2.976 -4.374 -1.941
H 3.663456 -1.731406 3.975724 2.198 4.152 0.540
H 2.820714 -2.465357 2.916687 0.778 0.226 1.393
```
Positions in Å, forces in eV/Å.

The energy above the lowest of the compared OMol25 structures with the same formula, charge and spin comes out at 290.9 kJ/mol. Its SMILES is C=CCNC.O. As for the HOMO energy: -9.09 eV. The calculation puts the largest force on an atom at 0.1096 hartree/bohr.

---

DFT (ωB97M-V with the def2-TZVPD basis set) results for 2 unconnected molecules or ions with the total composition C4H11NO at a distorted geometry.

Geometry as XYZ:
```
17
Properties=species:S:1:pos:R:3:forces:R:3
C 0.719092 -1.943692 -0.465415 -1.317 2.142 2.481
C 1.584544 -1.458846 0.670072 -3.690 3.419 -6.298
N 1.950547 -0.188649 0.436293 0.800 -1.861 -0.113
O 1.943285 -2.153513 1.498633 2.680 -3.858 5.455
H 1.138593 -2.831275 -0.578128 1.213 -4.274 -1.521
H 0.651720 -1.320065 -1.276888 0.610 1.318 -2.169
H -0.285822 -2.004134 -0.156884 -1.322 -0.656 0.788
H 2.589376 0.114609 1.033925 3.480 1.755 3.348
H 1.452049 0.529318 0.085772 -2.301 1.945 -1.889
C -1.030032 1.624344 -0.777266 -1.468 0.426 -0.420
C -1.881810 1.181632 0.426349 0.431 2.001 2.500
H -1.488470 1.109186 -1.620602 0.650 -0.065 -0.417
H -1.115162 2.730223 -1.053191 0.473 -1.488 0.777
H -0.027421 1.273829 -0.579426 0.224 0.421 -0.695
H -1.180013 0.805776 1.261862 -1.232 0.558 -1.110
H -2.613313 0.390899 0.241886 0.111 0.299 -0.166
H -2.407165 2.140355 0.853015 0.657 -2.082 -0.550
```
Positions in Å, forces in eV/Å.

The energy above the lowest of the compared OMol25 structures with the same formula, charge and spin comes out at 179.9 kJ/mol. Its SMILES is CC(N)=O.CC. As for the HOMO energy: -9.96 eV. The calculation puts the largest force on an atom at 0.1568 hartree/bohr.

---

DFT (ωB97M-V with the def2-TZVPD basis set) results for 2 unconnected molecules or ions with the total composition C4H11NO.

Geometry as XYZ:
```
17
Properties=species:S:1:pos:R:3:forces:R:3
C -1.596163 -1.045620 -1.041488 -0.241 -0.159 0.028
C -1.631329 -1.704625 0.321199 0.145 0.198 -0.268
N -0.552658 -1.422212 1.093318 0.234 -0.035 0.312
O -2.530325 -2.416224 0.704737 -0.308 -0.199 0.055
H -1.567970 0.035946 -0.929299 0.051 0.098 -0.037
H -0.714151 -1.369675 -1.589757 0.086 0.034 -0.062
H -2.485606 -1.325174 -1.598223 -0.003 -0.013 0.024
H -0.498093 -1.826057 2.012810 -0.017 -0.001 -0.030
H 0.200848 -0.845411 0.771692 0.021 0.042 -0.025
C 1.480232 1.453720 0.790633 0.087 0.099 -0.192
C 1.357554 1.519621 -0.726015 0.073 0.007 0.173
H 0.503766 1.369341 1.258626 -0.112 0.000 0.142
H 1.956642 2.356931 1.166764 0.013 0.006 0.127
H 2.089737 0.604085 1.095150 0.054 -0.050 0.101
H 0.735216 2.360040 -1.022507 -0.066 0.048 -0.105
H 2.336429 1.645443 -1.183141 0.041 -0.004 -0.100
H 0.915872 0.609870 -1.124499 -0.056 -0.071 -0.142
```
Positions in Å, forces in eV/Å.

The energy above the lowest of the compared OMol25 structures with the same formula, charge and spin comes out at 1.5 kJ/mol. Its SMILES is CC(N)=O.CC. As for the HOMO energy: -9.79 eV. The calculation puts the largest force on an atom at 0.0076 hartree/bohr.